{
  "formula": "C39H27F12N4O7RhS",
  "method": "ωB97M-V/def2-TZVPD",
  "homo_lumo_gap_ev": [4.01, 6.45],
  "fmax_ev_per_a": 1.11,
  "charge": -2,
  "spin_multiplicity": 5,
  "lumo_ev": [3.72, 2.92],
  "homo_ev": [-0.29, -3.52],
  "s_squared": 6.042,
  "elements": ["Rh", "C", "C", "C", "C", "C", "N", "C", "C", "C", "C", "C", "C", "C", "C", "O", "C", "F", "F", "F", "C", "F", "F", "F", "C", "C", "C", "O", "C", "F", "F", "F", "C", "F", "F", "F", "H", "H", "H", "H", "H", "H", "H", "H", "H", "H", "H", "H", "O", "C", "O", "C", "C", "C", "C", "C", "C", "N", "O", "O", "H", "H", "H", "H", "S", "C", "C", "C", "C", "C", "C", "H", "H", "H", "H", "H", "N", "C", "O", "C", "C", "C", "C", "N", "C", "H", "H", "H", "H", "H", "H"],
  "positions_angstrom": [[0.16374, 0.12327, -0.11615], [-1.79324, -0.64009, 6.45269], [-1.57588, -0.69551, 4.96878], [-1.62290, -1.90076, 4.27822], [-1.47432, -1.92379, 2.91275], [-1.27758, -0.74938, 2.16428], [-1.19360, -0.84088, 0.79120], [-2.02754, -1.71919, 0.14284], [-3.32082, -1.92131, 0.66211], [-4.21175, -2.79573, 0.08989], [-3.86516, -3.50281, -1.05545], [-4.81125, -4.48107, -1.68580], [-2.61627, -3.27236, -1.60804], [-1.68545, -2.40990, -1.03856], [-0.30152, -2.28203, -1.69075], [0.63890, -1.67378, -0.94670], [-0.44214, -1.55518, -3.09326], [0.00862, -0.30952, -3.03360], [0.24510, -2.14802, -4.09017], [-1.71406, -1.48338, -3.54378], [0.27844, -3.70638, -1.98709], [-0.29240, -4.35891, -3.03097], [1.57818, -3.66338, -2.26238], [0.13298, -4.53330, -0.93899], [-1.13615, 0.46045, 2.86892], [-1.31486, 0.45895, 4.24837], [-0.92277, 1.80381, 2.15317], [-0.43761, 1.80831, 0.90450], [-0.02104, 2.75810, 3.03159], [0.67060, 3.59687, 2.26764], [-0.72543, 3.54922, 3.88647], [0.86612, 2.12238, 3.80566], [-2.32930, 2.48473, 2.09079], [-2.99982, 2.51574, 3.26579], [-3.13231, 1.83072, 1.24557], [-2.27842, 3.75567, 1.67072], [-2.53044, -1.37960, 6.76478], [-2.13908, 0.35455, 6.74593], [-0.86433, -0.84281, 6.99104], [-1.79262, -2.82964, 4.81202], [-1.51502, -2.86605, 2.37947], [-3.61002, -1.35851, 1.53784], [-5.19253, -2.92965, 0.53282], [-5.61545, -4.73857, -0.99400], [-4.28751, -5.39979, -1.95901], [-5.25016, -4.06426, -2.59873], [-2.36902, -3.79153, -2.52527], [-1.27369, 1.39620, 4.78812], [3.44546, 0.37905, -0.13425], [2.85844, 1.01843, -1.03945], [1.59647, 1.10804, -1.18688], [3.69152, 1.73957, -2.01340], [3.11555, 2.38298, -3.11951], [3.89620, 3.05097, -4.02300], [5.29646, 3.09891, -3.85646], [5.87680, 2.45319, -2.74395], [5.08257, 1.79046, -1.84779], [6.08669, 3.77239, -4.77001], [7.33402, 3.79251, -4.59923], [5.54689, 4.35332, -5.74736], [2.03901, 2.33290, -3.24922], [3.47431, 3.54650, -4.88593], [6.95092, 2.49703, -2.62616], [5.51058, 1.29348, -0.98719], [2.12856, 0.06472, 1.71160], [2.84341, -1.41447, 2.28023], [2.06479, -2.33663, 2.97683], [2.66093, -3.41663, 3.59743], [4.03233, -3.60143, 3.51913], [4.80358, -2.70306, 2.79539], [4.21931, -1.61592, 2.17837], [0.99930, -2.18916, 3.04191], [2.04616, -4.11307, 4.15395], [4.50020, -4.44385, 4.01338], [5.87483, -2.84167, 2.72813], [4.80159, -0.90755, 1.60220], [-0.25242, 4.89188, -2.74062], [-1.53082, 4.60544, -3.07262], [-2.22225, 5.39887, -3.70013], [-2.04617, 3.27521, -2.65333], [-3.37222, 2.95403, -2.95585], [-3.86121, 1.71640, -2.58900], [-3.02119, 0.83646, -1.92063], [-1.76105, 1.13739, -1.61473], [-1.28579, 2.32000, -1.97283], [0.11604, 5.78529, -3.01412], [0.31525, 4.28725, -2.17344], [-3.97644, 3.68233, -3.48142], [-4.87578, 1.42816, -2.82540], [-3.37134, -0.14750, -1.61887], [-0.25068, 2.48592, -1.69105]],
  "forces_ev_per_angstrom": [[0.09, -0.46, 0.65], [0.11, 0.13, 0.04], [-0.01, 0.11, -0.01], [-0.06, 0.01, 0.03], [0.01, 0.02, -0.17], [0.04, 0.10, 1.11], [0.37, 0.39, -0.16], [-0.53, -0.61, -0.47], [0.02, 0.14, -0.05], [-0.01, -0.04, -0.05], [0.07, -0.01, -0.02], [-0.04, -0.02, -0.14], [-0.26, -0.03, 0.09], [0.11, 0.10, 0.12], [0.04, -0.02, -0.43], [0.15, 0.46, 0.18], [0.06, 0.21, -0.51], [0.13, 0.03, -0.01], [0.22, -0.08, 0.03], [-0.26, -0.05, 0.01], [0.23, -0.44, 0.00], [-0.32, 0.01, -0.06], [0.14, 0.19, 0.02], [-0.09, 0.13, 0.34], [0.00, -0.13, -0.30], [-0.05, -0.23, 0.11], [-0.25, 0.26, 0.30], [0.28, -0.27, -0.56], [0.32, 0.46, 0.25], [0.02, 0.04, -0.23], [-0.22, -0.04, 0.13], [0.16, -0.30, -0.04], [-0.44, 0.15, 0.11], [-0.01, -0.07, 0.17], [0.01, -0.31, -0.31], [0.25, 0.13, -0.21], [-0.04, 0.01, 0.06], [0.00, -0.12, 0.06], [-0.01, 0.00, 0.06], [0.01, -0.01, 0.03], [-0.01, 0.03, 0.02], [-0.02, 0.01, 0.03], [-0.02, 0.00, 0.01], [-0.02, 0.00, -0.09], [-0.06, 0.01, -0.02], [-0.05, -0.10, 0.07], [0.05, 0.01, 0.07], [0.01, -0.03, -0.01], [0.16, -0.30, 0.06], [0.60, 0.29, -0.22], [-0.65, 0.01, 0.06], [-0.17, -0.05, 0.02], [-0.07, -0.07, 0.15], [-0.06, 0.22, -0.35], [0.01, 0.04, -0.04], [0.33, 0.03, -0.03], [-0.10, -0.03, 0.05], [-0.29, -0.28, 0.41], [0.77, 0.00, 0.13], [-0.40, 0.32, -0.56], [0.08, -0.01, -0.04], [-0.01, -0.01, 0.02], [-0.06, 0.02, -0.02], [0.04, 0.00, -0.02], [-0.59, 0.31, 0.05], [0.03, 0.02, 0.00], [0.04, 0.03, -0.10], [0.00, -0.14, 0.10], [0.09, -0.14, 0.06], [0.12, -0.11, 0.05], [-0.01, 0.17, -0.19], [-0.11, 0.04, 0.02], [-0.01, -0.06, 0.01], [0.00, -0.02, 0.01], [0.05, -0.03, -0.04], [0.02, -0.02, 0.07], [0.01, -0.05, 0.11], [0.22, 0.49, -0.17], [-0.02, -0.19, 0.09], [-0.40, -0.57, 0.19], [0.43, 0.11, 0.02], [0.01, -0.04, 0.01], [0.07, 0.02, 0.07], [-0.22, -0.28, 0.02], [-0.08, 0.46, -0.17], [0.01, -0.01, -0.02], [0.05, 0.02, -0.05], [0.03, 0.00, 0.01], [-0.04, -0.04, 0.04], [0.05, 0.07, -0.02], [-0.04, 0.04, -0.06]],
  "mulliken_charge": [0.637, -1.784, 0.198, -0.751, 0.076, 0.214, 1.082, -0.132, 0.194, -1.383, 0.576, -1.558, -0.487, -0.940, 2.265, -1.156, 0.310, -0.073, -0.358, -0.331, 0.343, -0.291, -0.233, -0.274, -1.533, -0.743, 2.253, -1.060, 0.390, -0.230, -0.312, -0.213, 0.307, -0.294, -0.157, -0.305, 0.401, 0.402, 0.280, 0.368, 0.636, 0.561, 0.290, 0.387, 0.372, 0.274, 0.592, 0.437, -0.607, 0.402, -0.025, -0.035, -0.445, -0.596, -0.361, -0.545, -0.331, 0.868, -0.795, -0.792, 0.523, 0.476, 0.451, 0.432, 0.134, 0.407, -0.097, -0.688, -0.445, -0.615, -0.515, 0.333, 0.402, 0.339, 0.375, 0.426, -0.218, 0.365, -0.729, 0.478, -0.651, -1.094, 0.174, 0.878, -0.187, 0.231, 0.237, 0.441, 0.486, 0.040, -0.374]
}